(1)
Entry from OMol25: a cluster of 2 separate species, C4H6N2O3 in total (ωB97M-V/def2-TZVPD).

Energy above the lowest of the compared OMol25 structures with the same formula, charge and spin (kcal/mol): 95.0
LUMO level (eV): -0.2

ORCA input file:
```
! wB97M-V def2-TZVPD RIJCOSX def2/J DEFGRID3
* xyz 0 1
C -0.677 -1.354 1.341
C 0.813 0.754 0.464
C -0.722 0.485 -1.110
C 0.054 -1.130 0.039
N -0.702 1.688 -1.658
O 2.111 0.621 0.141
N -1.095 -0.657 -1.040
O 0.414 1.655 1.157
O 0.983 -1.763 -0.415
H 2.208 -0.259 -0.274
H -0.264 1.779 -2.565
H -0.582 2.468 -1.022
H -1.291 -0.502 1.617
H -1.308 -2.236 1.204
H 0.059 -1.549 2.119
*
```



(2)
Entry from OMol25: the molecule C4H6N2OS (ωB97M-V/def2-TZVPD).

Energy above the lowest of the compared OMol25 structures with the same formula, charge and spin (kcal/mol): 45.1
LUMO level (eV): -0.2
SMILES string: NC(=O)/C=C/C=N/S

ORCA input file:
```
! wB97M-V def2-TZVPD RIJCOSX def2/J DEFGRID3
* xyz 0 1
N 1.564 -1.678 1.887
C 0.635 -0.687 1.838
O 0.149 -0.213 2.845
C 0.254 -0.264 0.454
C -0.660 0.690 0.307
C -1.115 1.196 -1.012
N -0.640 0.719 -2.085
S -1.242 1.381 -3.543
H 1.963 -2.122 1.065
H 1.859 -1.993 2.792
H 0.697 -0.757 -0.418
H -1.097 1.161 1.210
H -1.883 1.947 -1.007
H -0.484 0.620 -4.332
*
```



(3)
Entry from OMol25: the molecule C4H6N2OS at a distorted geometry (ωB97M-V/def2-TZVPD).

Energy above the lowest of the compared OMol25 structures with the same formula, charge and spin (kcal/mol): 102.5
LUMO level (eV): -0.7
SMILES string: [H]/N=C(\C(O)=S)N1CC1

ORCA input file:
```
! wB97M-V def2-TZVPD RIJCOSX def2/J DEFGRID3
* xyz 0 1
H -1.992 -0.829 -1.127
N -1.435 -0.036 -0.846
C -0.297 -0.334 -0.474
C 0.241 -1.734 -0.400
O -0.526 -2.585 -1.031
S 1.776 -1.894 0.327
N 0.617 0.642 0.013
C 0.112 2.045 0.062
C 0.620 1.136 1.288
H -0.182 -3.537 -0.863
H -1.035 2.312 -0.028
H 0.863 2.807 -0.597
H 1.577 1.196 1.802
H -0.340 0.810 1.874
*
```



(4)
Entry from OMol25: a cluster of 2 separate species, C4H6N2OS in total (ωB97M-V/def2-TZVPD).

Energy above the lowest of the compared OMol25 structures with the same formula, charge and spin (kcal/mol): 87.9
LUMO level (eV): -0.2

ORCA input file:
```
! wB97M-V def2-TZVPD RIJCOSX def2/J DEFGRID3
* xyz 0 1
C -1.974 -0.499 -0.275
C -1.363 -1.384 0.651
C -0.933 0.120 -0.892
C 1.455 0.045 -0.700
N -0.066 -1.309 0.599
N 0.224 -0.379 -0.347
O 0.876 2.460 0.397
S 2.726 -0.721 0.110
H -3.024 -0.369 -0.443
H -1.849 -2.053 1.334
H -0.889 0.875 -1.648
H 1.700 2.262 0.848
H 1.089 2.492 -0.541
H 2.029 -1.540 0.908
*
```



(5)
Entry from OMol25: a structure of composition C4H6N2OS at a distorted geometry (ωB97M-V/def2-TZVPD).

Energy above the lowest of the compared OMol25 structures with the same formula, charge and spin (kcal/mol): 87.3
LUMO level (eV): 0.7

ORCA input file:
```
! wB97M-V def2-TZVPD RIJCOSX def2/J DEFGRID3
* xyz 0 1
C 0.402 -0.578 1.115
C -0.860 0.603 -0.435
C 0.138 0.591 -1.599
C -0.623 -0.851 0.018
H 1.421 -2.185 1.180
H 0.986 1.228 1.924
H -1.874 0.822 -0.798
H 1.114 1.014 -1.358
H -0.177 1.080 -2.551
H -1.505 -1.487 0.282
N 1.342 -1.230 1.594
N 0.131 0.716 1.619
O -0.559 1.519 0.638
S 0.063 -1.241 -1.629
*
```



(6)
Entry from OMol25: the molecule C4H6N2OS at a distorted geometry (ωB97M-V/def2-TZVPD).

Energy above the lowest of the compared OMol25 structures with the same formula, charge and spin (kcal/mol): 70.5
LUMO level (eV): 0.5
SMILES string: Cn1nc(O)cc1S

ORCA input file:
```
! wB97M-V def2-TZVPD RIJCOSX def2/J DEFGRID3
* xyz 0 1
C -1.059 -1.905 -0.400
N -0.398 -0.750 0.141
N -0.896 -0.242 1.243
C -0.212 0.870 1.399
O -0.425 1.693 2.453
C 0.773 1.084 0.344
C 0.544 0.014 -0.448
S 0.820 -0.262 -2.153
H -0.322 -2.783 -0.264
H -1.976 -2.047 0.245
H -1.300 -1.588 -1.467
H -0.761 1.008 3.217
H 1.314 2.081 0.219
H 2.099 0.541 -2.183
*
```



For the records above, the corresponding total energy values read -13364.857 -20107.384 -20104.897 -20105.529 -20105.554 -20106.284 eV.